(1)
This record from the OMol25 dataset describes C6H5IrN2O6 as an isolated structure. The level of theory is ωB97M-V/def2-TZVPD.

F_max = 9.0 eV/Å
Highest occupied orbital energy (alpha / beta) = -18.412 / -23.729 eV
2S+1 = 6
HOMO-LUMO gap (alpha / beta) = 6.456 / 6.343 eV
Energy relative to the best compared isomer or geometry (same formula, charge and spin) = 34.6 kcal per mole
Expectation value of S² = 8.797
Net charge = +3
Energy = -895.358876 Ha

XYZ file:
```
20
C6H5IrN2O6, DFT ωB97M-V/def2-TZVPD
Ir 0.09682 -0.09313 -0.28684
O 2.22585 -1.60876 1.43760
O 1.29506 -0.96336 -3.00082
O -0.67512 0.41864 2.09284
O -1.55143 2.25713 -1.68456
O -1.91205 -2.66703 0.32087
O 1.70915 2.57443 0.20450
N -0.39463 -1.00894 3.87570
N 0.37691 1.15359 3.98296
C -1.13982 1.28376 -1.21677
C 1.43876 -1.06340 0.79947
C 0.83696 -0.63843 -1.98894
C 1.14706 1.59270 -0.00476
C -1.24559 -1.78730 0.03908
C -0.27638 0.19870 3.26912
H -0.22972 -1.07697 4.87650
H -0.99260 -1.68108 3.43608
H 0.51117 1.01248 4.97866
H 0.32655 2.08544 3.61053
H -1.56247 0.02303 -0.82974
```

(2)
This record from the OMol25 dataset describes a single CH2O2S2 molecule. The level of theory is ωB97M-V/def2-TZVPD.

F_max = 14.5 eV/Å
Highest occupied orbital energy (alpha / beta) = -6.580 / -10.058 eV
2S+1 = 3
HOMO-LUMO gap (alpha / beta) = 7.122 / 8.302 eV
Energy relative to the best compared isomer or geometry (same formula, charge and spin) = 90.3 kcal per mole
Expectation value of S² = 2.015
Energy = -985.856848 Ha

XYZ file:
```
7
CH2O2S2, DFT ωB97M-V/def2-TZVPD
S 1.03343 1.46927 -0.23279
S -1.60646 0.08985 -0.42591
O 0.80449 -1.10194 0.60628
O 0.80127 -1.13163 -0.82992
C 0.15949 -0.07939 -0.18638
H 0.52553 1.82645 0.85194
H -1.71775 -1.07260 0.21677
```

(3)
This record from the OMol25 dataset describes C10H23BClO2TlV as an isolated structure. The level of theory is ωB97M-V/def2-TZVPD.

F_max = 3.4 eV/Å
Highest occupied orbital energy (alpha / beta) = -2.458 / -1.396 eV
2S+1 = 3
HOMO-LUMO gap (alpha / beta) = 5.029 / 3.952 eV
Energy relative to the best compared isomer or geometry (same formula, charge and spin) = 0.0 kcal per mole
Expectation value of S² = 2.386
Net charge = -1
Energy = -2146.779374 Ha

XYZ file:
```
39
C10H23BClO2TlV, DFT ωB97M-V/def2-TZVPD
Tl 0.75554 -0.39195 -3.63632
V 0.17221 1.50048 -0.66382
Cl 0.09394 3.65190 -0.76871
O -1.38150 1.12374 1.72014
O -0.99234 -1.03168 0.84896
C -1.21895 -1.54881 3.18826
C 0.97244 -1.71211 2.05324
C -1.99778 0.69874 -0.80550
C 1.48694 -0.18365 -1.56530
C -0.14581 1.12557 3.76602
C -1.19172 -1.23775 -3.93943
C -0.15734 0.64728 2.33316
C 1.93187 0.55063 -5.16184
C -0.31669 -0.92842 2.12446
C 1.01309 1.22780 1.51598
B -1.42235 0.27800 0.58504
H 1.31031 0.62121 -6.06714
H -1.92647 -0.42071 -3.92876
H -1.16876 -1.74023 -4.91721
H -1.01807 0.76596 4.32147
H 0.82025 2.27940 1.21010
H -2.14719 -0.97227 3.31981
H -1.48121 -2.57173 2.88968
H -1.43650 1.26732 -1.59784
H 2.81626 -0.07831 -5.33706
H 0.74458 -2.77353 1.88856
H 2.55427 0.14025 -1.61770
H -0.14677 2.22042 3.78774
H 1.51022 -1.62329 3.00541
H 1.29735 0.59763 0.61613
H 1.92604 1.24855 2.12471
H 1.63289 -1.37562 1.24694
H 2.21917 1.54643 -4.79852
H 0.76192 0.77353 4.27012
H 1.44955 -1.21031 -1.13420
H -2.88982 1.30745 -0.60069
H -2.35700 -0.21576 -1.29583
H -0.69012 -1.59966 4.14805
H -1.38248 -1.95649 -3.12812
```

(4)
This record from the OMol25 dataset describes a 8-piece molecular cluster, H16O8 overall. The level of theory is ωB97M-V/def2-TZVPD.

F_max = 0.8 eV/Å
Highest occupied orbital energy = -10.833 eV
2S+1 = 1
HOMO-LUMO gap = 11.119 eV
Energy relative to the best compared isomer or geometry (same formula, charge and spin) = 41.2 kcal per mole
Energy = -611.516996 Ha
SMILES = O.O.O.O.O.O.O.O

XYZ file:
```
24
H16O8, DFT ωB97M-V/def2-TZVPD
O -0.58765 0.24301 -0.50229
O -1.66197 2.68842 0.44565
O 1.00294 -0.96987 1.45508
O -2.33279 -0.44836 1.74686
O -0.23806 -1.59854 -2.58773
O 0.55874 -3.66148 0.74536
O 2.26779 0.97285 -1.83806
O 1.15932 2.29724 1.36620
H 0.56904 -2.07759 -2.34981
H 0.64455 -0.97061 2.35461
H -0.09716 -1.31279 -3.49892
H -1.29651 1.98727 -0.14252
H -0.00090 -0.08641 0.20476
H 2.82493 1.75846 -1.83508
H -2.13962 -0.24286 0.81802
H -0.39487 -3.75544 0.84120
H 1.17286 3.23822 1.16716
H 0.35986 1.97504 0.93126
H -2.29261 3.14978 -0.11686
H 1.96237 -1.01382 1.56452
H 0.72694 -2.70085 0.85412
H -3.29226 -0.50251 1.79479
H -0.31600 -0.25753 -1.30153
H 1.40103 1.28837 -2.11677
```

(5)
This record from the OMol25 dataset describes C4H15CuNO7S as an isolated structure. The level of theory is ωB97M-V/def2-TZVPD.

F_max = 4.3 eV/Å
Highest occupied orbital energy = -2.371 eV
2S+1 = 1
HOMO-LUMO gap = 4.443 eV
Energy relative to the best compared isomer or geometry (same formula, charge and spin) = 30.6 kcal per mole
Net charge = -1
Energy = -2781.494745 Ha

XYZ file:
```
29
C4H15CuNO7S, DFT ωB97M-V/def2-TZVPD
Cu -30.87186 15.53824 -1.91295
S -29.01397 16.91610 0.21690
O -29.31770 15.50284 0.26793
O -29.81929 17.54466 -0.80599
O -31.73533 16.89353 -3.62300
O -27.60442 17.13361 -0.10634
O -30.96725 12.93591 -1.94808
O -29.22340 17.52301 1.52635
O -28.77595 15.13467 -3.06070
N -33.08800 15.11183 -1.69785
C -31.30972 18.20745 -4.04061
C -33.51471 15.29151 -3.05457
C -35.02410 14.98162 -3.12620
C -33.15579 16.69828 -3.62528
H -35.44421 15.16904 -4.11437
H -35.58524 15.53056 -2.36996
H -35.07607 13.93643 -2.82127
H -28.10196 15.73265 -3.38380
H -30.42078 12.15192 -2.00243
H -31.76149 12.64428 -1.50046
H -31.73924 18.97647 -3.39857
H -33.66952 15.80489 -1.24885
H -28.32584 14.59379 -2.41181
H -33.71522 17.36448 -2.96853
H -33.49350 16.55866 -4.65220
H -32.95290 14.53593 -3.60373
H -33.42601 14.23408 -1.32988
H -31.59917 18.48474 -5.05423
H -30.23331 18.37597 -4.07291
```

(6)
This record from the OMol25 dataset describes a single C19H14ClN3O3 molecule. The level of theory is ωB97M-V/def2-TZVPD.

F_max = 17.6 eV/Å
Highest occupied orbital energy = -7.680 eV
2S+1 = 1
HOMO-LUMO gap = 6.188 eV
Energy relative to the best compared isomer or geometry (same formula, charge and spin) = 339.5 kcal per mole
Energy = -1582.063266 Ha
SMILES = O=C(Nc1ccc(Nc2ccccc2)cc1)c1cc([N+](=O)[O-])ccc1Cl

XYZ file:
```
40
C19H14ClN3O3, DFT ωB97M-V/def2-TZVPD
Cl -4.93277 -3.25929 0.48033
O -7.07931 3.05504 0.23049
O -5.01278 3.39616 -0.44365
O -2.63145 -2.15027 -1.11464
N -5.91500 2.65082 -0.36262
N 3.63007 -1.03980 -0.41552
N -1.63454 -0.36314 0.02596
C 6.83382 1.46829 0.47174
C -4.12380 -0.45526 -0.16967
C 4.78356 -0.41604 -0.19666
C 2.28246 -1.06704 -0.05555
C -6.50187 -0.97837 0.40810
C 7.06891 0.11601 0.34568
C 5.70054 1.83341 0.03026
C 1.49506 -1.79998 -1.01216
C 4.56372 1.08871 -0.16263
C 0.45953 0.02646 0.48201
C 1.74871 -0.02063 0.61387
C -4.50252 0.69945 -0.18072
C -5.65932 1.19404 0.03750
C 6.04238 -0.64066 0.29621
C 0.09346 -1.66156 -0.91120
C -6.71222 0.50384 0.32677
C -5.16827 -1.42008 0.29700
C -2.65138 -1.18472 -0.49511
C -0.35468 -0.69222 -0.08611
H -7.28325 -1.69017 0.86033
H 7.68377 2.16849 0.42869
H -2.03829 0.13870 0.64519
H -7.65908 1.01152 0.60429
H 2.43379 0.89316 0.89681
H 1.88017 -2.42352 -1.45898
H 7.92733 -0.17230 0.89906
H 0.09497 1.01074 1.23772
H -0.45592 -2.41803 -1.35242
H 5.49580 3.10633 -0.03265
H 3.96042 -2.01661 -0.40278
H 6.15584 -1.68188 0.41280
H -3.77426 1.54547 -0.54283
H 3.75637 1.64494 -0.63488
```